No. 1
9
Properties=species:S:1:pos:R:3:mulliken_charge:R:1 method="wB97M-V/def2-TZVPD" de_lowest_kcal_mol=117.5 smiles=[O-][N+]#CCN[O-] lumo_energy_ev="4.08 / 4.08" largest_force_ha_per_bohr=0.0704 total_charge=-1
C 0.053 -0.247 0.756 -0.387
C 1.026 0.299 -0.211 0.045
N 1.369 0.428 -1.328 0.477
N -1.332 -0.427 0.351 -0.291
O -2.173 0.429 0.934 -0.767
O 1.950 0.615 -2.356 -0.732
H 0.435 -1.221 0.816 0.171
H -0.042 0.360 1.785 0.326
H -1.286 -0.237 -0.746 0.158

---

No. 2
26
Properties=species:S:1:pos:R:3:mulliken_charge:R:1 method="wB97M-V/def2-TZVPD" de_lowest_kcal_mol=0.0 lumo_energy_ev=-3.58 largest_force_ha_per_bohr=0.0121 total_charge=+1
C -1.820 -0.613 -1.149 -0.460
C -0.612 -0.889 -1.630 -0.411
C -2.948 1.489 -0.423 -0.844
C -2.113 0.488 -0.224 0.214
C 2.155 -1.257 1.948 -0.606
C 0.751 -1.138 2.365 -0.493
C 0.609 -0.023 -1.372 0.027
C 1.073 -1.145 0.869 -0.275
C 0.967 0.060 0.097 -0.103
N 1.253 1.244 0.532 -0.091
N 0.487 1.338 -1.888 -0.707
F -1.387 0.464 0.933 -0.169
H -2.670 -1.203 -1.461 0.464
H -0.485 -1.705 -2.323 0.489
H -3.075 2.258 0.319 0.313
H 2.825 -0.420 2.072 0.215
H 2.644 -2.217 2.019 0.284
H 0.236 -2.014 2.730 0.292
H 0.384 -0.216 2.787 0.203
H 1.476 -0.500 -1.848 0.620
H 0.828 -2.050 0.330 0.621
H 1.502 1.443 1.490 0.259
H 1.153 1.989 -0.166 0.334
H 0.788 1.405 -2.852 0.279
H -3.542 1.555 -1.315 0.316
H -0.476 1.657 -1.840 0.229

---

No. 3
69
Properties=species:S:1:pos:R:3:mulliken_charge:R:1 method="wB97M-V/def2-TZVPD" de_lowest_kcal_mol=9.8 lumo_energy_ev="-0.37 / -2.38" largest_force_ha_per_bohr=0.0361 spin_multiplicity=5 total_charge=0 s2=6.046
Rh -0.557 0.358 0.405 0.495
C 1.530 3.636 2.402 -1.507
C 0.446 2.592 2.272 1.340
O 0.066 2.330 1.114 -0.554
C -0.108 1.979 3.454 0.052
C 0.347 2.366 4.732 -0.771
C -0.176 1.833 5.879 -0.795
C -1.186 0.862 5.782 -0.452
C -1.656 0.456 4.563 -0.357
C -1.159 1.006 3.346 0.182
O -1.681 0.620 2.239 -0.674
H 1.817 3.957 1.404 0.248
H 2.402 3.233 2.917 0.408
H 1.157 4.497 2.958 0.437
H 1.124 3.115 4.813 0.344
H 0.181 2.157 6.847 0.393
H -1.598 0.428 6.685 0.413
H -2.440 -0.286 4.474 0.450
C 2.934 -1.350 -2.353 -0.866
Si 1.501 -2.330 -1.627 0.089
C 2.126 -3.092 -0.016 -1.059
C 0.829 -3.694 -2.751 -1.170
C -1.205 -1.296 -0.851 -1.487
C -1.230 -2.194 0.309 1.199
C -2.087 -3.279 0.465 -0.703
C -2.111 -3.933 1.685 -0.454
C -1.281 -3.499 2.711 -0.754
C -0.442 -2.425 2.472 -0.684
N -0.411 -1.798 1.301 -0.133
Si -2.803 -0.413 -1.435 0.596
C -2.424 1.413 -1.804 -1.025
C -3.463 -1.279 -2.977 -1.260
C -4.057 -0.478 -0.025 -0.983
H 3.731 -2.010 -2.704 0.429
H 3.358 -0.699 -1.585 0.173
H 2.609 -0.722 -3.184 0.174
H 3.051 -3.639 -0.222 0.456
H 1.423 -3.792 0.435 0.285
H 2.354 -2.318 0.718 0.269
H 1.587 -4.449 -2.974 0.390
H 0.472 -3.282 -3.696 0.323
H -0.012 -4.198 -2.267 0.302
H -2.730 -3.579 -0.351 0.550
H -2.776 -4.774 1.837 0.456
H -1.290 -3.982 3.677 0.468
H 0.235 -2.064 3.238 0.474
H -1.840 1.494 -2.720 0.121
H -1.848 1.883 -0.998 0.366
H -3.342 1.993 -1.915 0.487
H -2.686 -1.356 -3.739 0.323
H -4.297 -0.713 -3.399 0.379
H -3.822 -2.285 -2.752 0.313
H -3.630 -0.039 0.881 0.184
H -4.372 -1.496 0.206 0.312
H -4.949 0.096 -0.291 0.436
O -0.041 -0.404 -2.709 -0.704
C -0.065 -1.119 -1.687 2.165
C 0.809 2.631 -4.266 -0.319
S 2.565 2.290 -4.572 -0.069
C 3.382 2.882 -3.146 -0.100
C 3.095 2.647 -1.808 -0.088
S 1.868 1.712 -1.164 0.198
S 4.287 3.335 -0.690 0.008
C 5.407 3.952 -1.861 0.074
S 6.796 4.714 -1.481 -0.195
S 4.849 3.743 -3.499 -0.083
H 0.300 2.343 -5.184 0.371
H 0.682 3.694 -4.076 0.416
H 0.455 2.022 -3.444 -0.300

---

No. 4
83
Properties=species:S:1:pos:R:3:mulliken_charge:R:1 method="wB97M-V/def2-TZVPD" de_lowest_kcal_mol=18.0 lumo_energy_ev="-12.27 / -11.72" largest_force_ha_per_bohr=0.0587 spin_multiplicity=2 total_charge=+3 s2=0.782
Tc -0.349 -0.015 -0.272 0.057
C -5.276 -4.460 1.580 -1.483
C -4.487 -4.879 0.319 1.937
C -3.769 -6.203 0.601 -2.046
C -5.443 -5.082 -0.866 -1.613
C -3.534 -3.746 0.031 0.841
C -3.993 -2.492 -0.396 -1.398
C -3.117 -1.445 -0.519 -0.727
N -1.791 -1.565 -0.313 0.351
C -1.309 -2.795 0.004 -0.883
C -2.154 -3.865 0.222 -0.249
C 0.156 -2.917 0.095 -0.296
C 0.796 -4.138 0.009 0.500
C 2.189 -4.238 0.110 0.347
C 2.874 -3.028 0.282 -1.039
C 2.187 -1.841 0.318 -0.597
N 0.847 -1.757 0.212 0.132
C 2.916 -5.554 0.005 1.824
C 3.690 -5.554 -1.330 -1.517
C 3.892 -5.704 1.180 -1.586
C 1.954 -6.751 -0.003 -2.024
H -5.895 -5.293 1.913 0.441
H -5.926 -3.609 1.375 0.381
H -4.597 -4.192 2.392 0.369
H -4.514 -6.982 0.751 0.443
H -3.166 -6.163 1.511 0.402
H -3.146 -6.511 -0.242 0.477
H -6.112 -5.912 -0.649 0.471
H -4.894 -5.317 -1.780 0.401
H -6.061 -4.204 -1.060 0.354
H -5.038 -2.320 -0.610 0.506
H -3.481 -0.472 -0.814 0.403
H -1.745 -4.804 0.560 0.686
H 0.210 -5.027 -0.157 0.638
H 3.952 -2.998 0.368 0.462
H 2.731 -0.911 0.429 0.257
H 4.473 -4.794 -1.343 0.383
H 3.021 -5.379 -2.175 0.395
H 4.156 -6.528 -1.468 0.448
H 4.639 -4.909 1.195 0.386
H 4.424 -6.650 1.094 0.463
H 3.370 -5.695 2.138 0.386
H 1.341 -6.764 -0.907 0.423
H 1.317 -6.758 0.885 0.482
H 2.526 -7.677 0.003 0.424
Cl 0.142 -0.101 -2.408 -0.144
Si 1.387 1.582 0.426 0.956
Cl 2.967 1.993 -0.708 -0.134
Cl 1.525 2.496 2.189 -0.126
C -0.289 6.053 0.818 -0.621
C 0.255 5.338 -0.244 -0.838
C -0.235 4.081 -0.548 -0.628
C -1.266 3.526 0.219 0.720
C -1.804 4.241 1.288 -0.263
C -1.312 5.504 1.582 -0.775
P -1.907 1.911 -0.272 1.888
C -2.990 2.237 -1.689 0.615
C -3.658 3.463 -1.755 -0.756
C -4.542 3.702 -2.794 -0.727
C -4.747 2.744 -3.778 -0.644
C -4.067 1.533 -3.727 -0.931
C -3.189 1.279 -2.687 -0.055
C -2.865 1.321 1.140 0.349
C -2.091 0.683 2.117 0.262
C -2.691 0.125 3.233 -0.896
C -4.072 0.205 3.367 -0.713
C -4.841 0.852 2.405 -0.809
C -4.243 1.406 1.280 -0.167
H 0.072 7.047 1.045 0.451
H 1.050 5.769 -0.838 0.485
H 0.157 3.539 -1.408 0.676
H -2.610 3.826 1.879 0.437
H -1.735 6.065 2.405 0.475
H -3.494 4.220 -0.999 0.455
H -5.073 4.643 -2.836 0.455
H -5.427 2.943 -4.595 0.437
H -4.212 0.799 -4.508 0.467
H -2.659 0.338 -2.655 0.150
H -0.991 0.669 2.022 -0.133
H -2.087 -0.338 4.002 0.533
H -4.547 -0.238 4.232 0.495
H -5.912 0.935 2.537 0.500
H -4.848 1.897 0.527 0.543

---

No. 5
16
Properties=species:S:1:pos:R:3:mulliken_charge:R:1 method="wB97M-V/def2-TZVPD" de_lowest_kcal_mol=48.6 smiles=N[C@H](CO)CSS lumo_energy_ev=0.58 largest_force_ha_per_bohr=0.0914 total_charge=0
N 1.467 -0.309 0.125 -0.629
C 0.185 -0.056 -0.686 0.523
C -0.149 1.411 -0.852 -0.587
O 0.361 1.928 -2.155 -0.521
C -0.950 -1.003 -0.130 -0.951
S -1.336 -0.829 1.603 -0.099
S -0.707 -2.353 2.821 -0.189
H 1.965 0.520 -0.103 0.279
H 1.252 -0.267 1.118 0.218
H 0.344 -0.759 -1.595 0.140
H 0.230 2.106 -0.035 0.346
H -1.310 1.487 -0.882 0.213
H 1.297 2.301 -1.979 0.326
H -1.928 -0.591 -0.512 0.293
H -0.888 -2.039 -0.252 0.493
H 0.166 -1.545 3.515 0.146

---

No. 6
26
Properties=species:S:1:pos:R:3:mulliken_charge:R:1 method="wB97M-V/def2-TZVPD" de_lowest_kcal_mol=10.6 smiles="[H]/N=C1/CCCC[C@@]1(N)SC#N.N=C=S" lumo_energy_ev=0.25 largest_force_ha_per_bohr=0.1291 total_charge=0
C 3.655 2.352 0.591 0.582
C 1.215 -3.858 -0.328 0.439
C -1.081 1.103 -0.319 -0.855
C -1.611 -0.295 0.075 -0.983
C 0.362 1.341 0.130 -0.602
C -0.619 -1.401 -0.374 -1.144
C 1.106 0.314 -0.500 -0.036
C 0.870 -1.081 0.093 0.841
N 3.044 3.254 0.057 -0.413
N 0.791 -4.855 0.053 -0.458
N 1.993 0.435 -1.418 -0.747
N 1.042 -1.197 1.445 -0.388
S 3.886 1.012 1.267 -0.359
S 1.879 -2.420 -0.930 -0.266
H -1.214 1.286 -1.365 0.397
H -1.704 1.887 0.048 0.514
H -1.833 -0.354 1.149 0.273
H -2.455 -0.566 -0.373 0.525
H 0.750 2.305 -0.101 0.357
H 0.281 1.222 1.201 0.329
H -0.742 -2.332 0.158 0.663
H -0.639 -1.600 -1.427 0.379
H 3.323 4.199 -0.281 0.246
H 2.521 -0.392 -1.822 0.217
H 0.262 -1.540 1.928 0.286
H 1.427 -0.341 1.750 0.200

---

No. 7
51
Properties=species:S:1:pos:R:3:mulliken_charge:R:1 method="wB97M-V/def2-TZVPD" de_lowest_kcal_mol=4.7 lumo_energy_ev=-7.77 largest_force_ha_per_bohr=0.0769 total_charge=+2
Ta 0.149 -0.465 -0.424 0.836
C -2.418 2.150 3.664 -1.025
Si -1.701 0.502 3.292 0.593
C 0.005 0.108 3.863 -0.928
C -2.783 -0.891 2.760 -0.921
N -0.202 -2.053 0.268 -0.226
C -0.448 -3.347 0.708 0.161
C -0.491 -3.684 2.062 0.096
C -0.745 -4.987 2.448 -0.965
C -0.955 -5.968 1.487 -0.363
C -0.908 -5.657 0.135 -0.725
C -0.654 -4.355 -0.230 0.619
F -0.593 -4.022 -1.531 -0.245
H -2.715 2.193 4.718 0.406
H -3.306 2.341 3.062 0.346
H -1.678 2.937 3.513 0.335
H 0.488 0.963 4.334 0.376
H 0.617 -0.227 3.022 0.248
H -0.028 -0.715 4.584 0.387
H -3.837 -0.612 2.797 0.369
H -2.621 -1.760 3.398 0.377
H -2.547 -1.207 1.741 0.251
H -0.301 -2.912 2.796 0.480
H -0.772 -5.246 3.498 0.417
H -1.152 -6.987 1.790 0.407
H -1.061 -6.406 -0.629 0.461
S -1.309 1.062 0.776 -0.358
C -0.478 2.354 -0.127 0.606
C -0.799 3.691 -0.042 -0.683
C -0.086 4.570 -0.847 -0.370
C 0.895 4.076 -1.694 -0.929
C 1.136 2.716 -1.722 0.259
N 0.461 1.853 -0.946 -0.004
H -1.580 4.031 0.622 0.485
H -0.302 5.630 -0.815 0.442
H 1.468 4.734 -2.331 0.459
H 1.888 2.296 -2.375 0.145
Cl 2.910 -0.344 -0.870 -0.108
C 2.778 0.131 -2.547 0.417
C 3.706 0.964 -3.130 -0.476
C 3.439 1.441 -4.409 -0.494
C 2.245 1.116 -5.066 -0.573
C 1.330 0.274 -4.475 -0.724
C 1.604 -0.285 -3.209 1.168
C 0.815 -1.243 -2.537 -2.402
H 4.604 1.253 -2.602 0.444
H 4.159 2.090 -4.890 0.426
H 2.054 1.517 -6.053 0.442
H 0.421 -0.016 -4.986 0.498
H 1.378 -1.904 -1.874 0.990
H -0.060 -1.695 -2.985 0.573

---

No. 8
12
Properties=species:S:1:pos:R:3:mulliken_charge:R:1 method="wB97M-V/def2-TZVPD" de_lowest_kcal_mol=2.9 lumo_energy_ev="0.86 / -2.15" largest_force_ha_per_bohr=0.1670 spin_multiplicity=3 total_charge=0 s2=2.006
C -0.668 -0.146 -0.869 -0.181
C 0.123 0.978 -0.310 -0.321
C -0.751 -1.417 -0.454 -0.236
C 0.844 1.166 0.809 -0.225
O -0.024 -1.908 0.606 -0.310
O 1.136 0.194 1.728 -0.340
P 1.402 -1.342 1.151 0.091
H -1.239 0.264 -1.683 0.278
H -0.073 1.740 -1.031 0.250
H -1.373 -2.040 -1.005 0.443
H 1.375 1.990 1.122 0.495
H 1.071 -1.988 2.521 0.056